# 1
Entry from the Open Molecules 2025 dataset: a cluster of 10 separate species, C45H110N10O5 in total at a distorted geometry (the ωB97M-V functional and the def2-TZVPD basis).

Output
Spin multiplicity   1
ΔE to the lowest compared entry with this formula, charge and spin   0.000 eV

```
170
Properties=species:S:1:pos:R:3:forces:R:3:lowdin_charge:R:1
C -2.530 4.258 1.292 -0.1 0.5 0.3 -0.08
C -3.207 5.454 0.616 0.2 -0.2 0.7 -0.25
N -4.565 5.175 0.135 0.3 -0.2 0.1 -0.21
C -5.431 4.641 1.195 -0.2 0.5 0.6 -0.24
C -5.624 5.557 2.419 -0.2 0.1 -0.2 -0.07
C -5.116 6.357 -0.518 0.2 0.2 -0.4 -0.27
C -6.404 6.068 -1.272 -0.2 0.1 0.3 -0.08
H -2.462 3.429 0.592 0.0 -0.2 0.2 0.05
H -3.025 3.989 2.226 -0.2 -0.3 -0.2 0.07
H -1.527 4.536 1.624 0.1 0.1 -0.4 0.07
H -3.259 6.292 1.325 0.3 0.1 0.0 0.11
H -2.536 5.740 -0.197 -0.4 0.2 -0.3 0.11
H -6.425 4.479 0.781 0.1 -0.3 -0.2 0.10
H -5.022 3.693 1.534 -0.1 -0.2 -0.2 0.09
H -5.964 6.539 2.082 0.3 0.1 0.1 0.07
H -6.424 5.213 3.078 0.1 -0.3 -0.1 0.07
H -4.730 5.651 3.034 0.1 0.1 -0.1 0.07
H -4.350 6.718 -1.211 0.0 -0.2 -0.1 0.11
H -5.259 7.207 0.165 -0.1 -0.1 0.2 0.11
H -6.641 6.862 -1.980 0.2 0.0 -0.1 0.08
H -7.255 6.026 -0.588 0.0 -0.1 0.0 0.07
H -6.337 5.117 -1.802 0.0 0.0 -0.1 0.08
C 5.167 -0.326 3.452 0.2 -0.3 -0.8 -0.07
C 3.829 -0.858 2.912 0.1 0.0 0.3 -0.26
N 3.450 -2.196 3.356 -0.1 0.1 0.1 -0.19
C 4.213 -3.255 2.694 -0.3 -0.1 0.0 -0.24
C 3.704 -3.503 1.284 0.6 -0.8 0.0 -0.09
C 3.431 -2.358 4.809 0.1 -0.5 -0.5 -0.27
C 2.566 -1.325 5.509 0.4 0.5 -0.2 -0.09
H 5.995 -0.893 3.014 0.0 -0.1 0.2 0.07
H 5.250 -0.387 4.534 -0.1 0.2 0.1 0.06
H 5.325 0.692 3.091 -0.1 0.1 0.3 0.05
H 3.039 -0.153 3.193 -0.1 -0.1 -0.1 0.09
H 3.863 -0.882 1.822 0.0 0.1 0.0 0.10
H 5.295 -3.064 2.703 0.0 0.0 0.0 0.12
H 4.029 -4.172 3.258 0.2 0.0 0.1 0.11
H 2.660 -3.810 1.346 -0.2 0.5 -0.3 0.07
H 3.913 -2.675 0.610 -0.4 0.1 0.0 0.06
H 4.214 -4.362 0.836 0.2 0.1 0.1 0.08
H 4.461 -2.391 5.201 -0.1 0.2 0.3 0.11
H 3.036 -3.361 4.999 -0.1 0.1 0.0 0.11
H 2.288 -1.664 6.504 -0.1 0.1 0.0 0.07
H 1.677 -1.084 4.923 -0.1 -0.4 0.0 0.05
H 3.096 -0.372 5.596 0.0 -0.1 0.2 0.07
C -4.572 -0.954 6.771 -0.7 -0.1 0.4 -0.09
C -4.012 -1.677 5.558 0.6 -0.1 -0.1 -0.25
N -2.638 -1.305 5.162 -0.1 0.5 0.2 -0.20
C -1.669 -1.475 6.248 0.3 -0.6 -0.2 -0.26
C -1.619 -2.898 6.800 -0.5 0.3 0.2 -0.08
C -2.597 0.080 4.669 0.1 -0.3 -0.1 -0.25
C -1.288 0.401 3.967 0.0 0.1 -0.2 -0.08
H -4.083 -1.318 7.676 0.1 0.3 0.1 0.07
H -5.639 -1.160 6.913 0.1 -0.3 -0.2 0.08
H -4.558 0.136 6.738 0.5 0.0 -0.1 0.07
H -3.956 -2.745 5.772 -0.4 0.0 0.0 0.10
H -4.640 -1.545 4.676 -0.1 0.0 0.0 0.11
H -0.669 -1.274 5.860 -0.1 0.1 -0.2 0.09
H -1.823 -0.745 7.056 -0.1 0.0 0.1 0.12
H -2.542 -3.154 7.325 0.1 0.0 0.1 0.06
H -1.496 -3.646 6.017 0.2 0.1 -0.1 0.07
H -0.804 -2.966 7.520 0.0 -0.1 -0.1 0.08
H -2.755 0.799 5.486 -0.1 0.0 0.0 0.11
H -3.434 0.180 3.973 0.1 0.1 -0.1 0.12
H -0.447 0.461 4.658 0.0 0.0 0.0 0.07
H -1.351 1.359 3.446 -0.1 0.1 0.1 0.06
H -1.054 -0.346 3.208 0.0 -0.1 0.1 0.05
C 1.698 -2.769 -8.580 0.7 0.7 -0.1 -0.09
C 1.693 -1.679 -7.509 -0.9 -0.3 0.1 -0.25
N 1.557 -2.232 -6.162 0.5 0.5 0.2 -0.19
C 1.642 -1.166 -5.152 0.2 -0.5 -0.1 -0.26
C 3.053 -0.621 -4.970 -0.4 0.1 0.5 -0.08
C 0.375 -3.042 -5.970 -0.3 -0.9 -0.7 -0.27
C -0.987 -2.367 -6.165 -0.1 0.4 0.3 -0.08
H 0.710 -3.158 -8.809 0.0 -0.2 0.1 0.06
H 2.402 -3.541 -8.266 -0.3 -0.3 0.0 0.08
H 2.111 -2.336 -9.495 -0.2 -0.1 -0.1 0.07
H 2.607 -1.093 -7.562 0.1 -0.1 0.1 0.11
H 0.859 -0.978 -7.687 0.1 0.1 -0.2 0.11
H 1.342 -1.641 -4.216 -0.2 0.2 0.1 0.08
H 0.972 -0.333 -5.386 -0.1 0.0 0.1 0.09
H 3.346 0.032 -5.790 0.2 -0.2 -0.1 0.07
H 3.739 -1.451 -4.790 0.2 0.1 -0.3 0.06
H 3.070 0.002 -4.071 0.0 0.1 -0.1 0.07
H 0.423 -3.913 -6.637 0.1 0.2 -0.1 0.10
H 0.438 -3.525 -4.991 -0.1 0.4 0.2 0.11
H -1.780 -3.025 -5.807 0.0 0.1 0.1 0.07
H -1.012 -1.424 -5.610 -0.2 -0.1 0.2 0.06
H -1.261 -2.097 -7.188 0.4 -0.2 -0.1 0.07
C -0.138 1.485 0.500 -0.1 0.3 0.3 -0.07
C 0.167 -0.001 0.646 -1.5 0.3 -0.1 -0.25
N 0.464 -0.654 -0.621 0.8 0.1 0.5 -0.16
C 1.162 -1.912 -0.377 0.6 -0.2 -0.2 -0.25
C 1.937 -2.401 -1.605 -1.0 -0.3 -0.1 -0.06
C -0.724 -0.850 -1.465 0.3 -0.2 0.3 -0.22
C -1.796 -1.770 -0.876 -0.6 0.1 -0.1 -0.08
H -1.005 1.739 -0.113 0.1 -0.3 -0.3 0.05
H 0.743 1.999 0.114 -0.1 0.1 -0.1 0.06
H -0.396 1.917 1.473 0.2 -0.1 0.1 0.05
H 0.936 -0.083 1.415 0.4 -0.4 -0.4 0.11
H -0.722 -0.501 1.066 0.1 0.2 0.4 0.09
H 1.910 -1.817 0.411 -0.2 0.6 0.1 0.08
H 0.472 -2.678 0.004 0.1 -0.2 -0.1 0.10
H 2.697 -3.125 -1.320 0.0 0.0 0.0 0.05
H 1.248 -2.909 -2.287 0.2 -0.1 -0.1 0.07
H 2.369 -1.566 -2.156 0.2 0.0 0.2 0.07
H -0.359 -1.270 -2.404 -0.1 0.1 -0.1 0.11
H -1.151 0.123 -1.709 0.0 0.0 0.0 0.08
H -2.677 -1.785 -1.523 0.1 0.0 -0.2 0.08
H -2.173 -1.410 0.086 0.1 0.0 0.0 0.05
H -1.479 -2.804 -0.742 0.1 0.0 0.0 0.07
C -4.250 1.075 -0.979 0.2 0.4 0.9 0.02
C -3.711 1.874 -2.134 -0.6 -0.6 -0.6 -0.54
O -3.408 1.308 -3.186 0.3 0.3 0.2 0.01
N -3.641 3.203 -1.954 0.1 -0.2 0.3 0.03
C -3.197 4.102 -2.994 0.0 -0.1 -0.5 -0.05
H -3.418 0.608 -0.442 0.0 -0.1 -0.2 0.07
H -4.926 0.287 -1.291 0.0 0.0 -0.2 0.09
H -4.738 1.727 -0.248 -0.1 -0.1 -0.1 0.07
H -4.080 3.595 -1.125 0.1 0.3 -0.1 0.08
H -3.531 5.108 -2.758 0.0 0.0 0.0 0.07
H -3.607 3.793 -3.960 -0.2 0.1 0.1 0.09
H -2.115 4.087 -3.145 0.0 0.1 0.3 0.07
C 5.643 -3.257 -2.590 -0.2 -0.4 -0.6 0.00
C 6.830 -3.864 -1.875 -0.6 0.1 0.6 -0.56
O 6.821 -4.031 -0.663 0.3 0.1 -0.1 0.03
N 7.854 -4.269 -2.650 0.6 -0.1 -0.6 -0.01
C 9.080 -4.816 -2.079 -0.5 0.4 0.2 -0.07
H 4.791 -3.235 -1.919 0.1 0.2 0.1 0.05
H 5.363 -3.902 -3.429 0.0 0.1 0.0 0.09
H 5.814 -2.268 -3.015 0.2 0.1 0.2 0.08
H 7.825 -4.087 -3.637 -0.1 0.0 0.0 0.13
H 9.745 -5.181 -2.855 -0.2 -0.1 -0.1 0.08
H 8.798 -5.616 -1.398 0.3 0.0 0.1 0.08
H 9.601 -4.024 -1.538 0.1 -0.2 0.2 0.08
C 1.598 4.709 0.589 -0.2 0.3 0.4 -0.01
C 2.731 3.908 0.006 0.2 -0.2 -0.5 -0.56
O 2.907 3.817 -1.197 -0.1 0.1 0.1 0.04
N 3.560 3.275 0.880 -0.3 0.0 0.6 0.02
C 3.415 3.216 2.327 0.3 0.2 -0.2 -0.07
H 0.943 5.073 -0.198 0.1 -0.2 -0.2 0.08
H 1.968 5.585 1.129 0.1 -0.1 0.0 0.09
H 1.012 4.126 1.299 0.0 0.0 -0.1 0.05
H 4.317 2.744 0.484 -0.1 0.0 -0.3 0.14
H 3.969 4.017 2.826 0.0 0.0 0.0 0.09
H 3.821 2.267 2.670 -0.2 0.0 0.1 0.06
H 2.375 3.300 2.631 0.0 -0.2 0.0 0.07
C -1.577 1.809 -6.192 -0.8 0.4 0.2 0.00
C -0.392 1.957 -5.282 0.6 0.1 -0.1 -0.57
O 0.749 2.041 -5.724 -0.1 0.1 0.0 0.02
N -0.663 2.044 -3.962 0.0 0.2 -0.1 0.02
C 0.379 2.253 -2.972 -0.2 0.3 -0.1 -0.06
H -1.867 2.803 -6.548 0.3 0.0 -0.1 0.08
H -2.467 1.464 -5.659 0.1 -0.3 -0.1 0.07
H -1.346 1.198 -7.059 0.1 -0.1 0.1 0.08
H -1.598 1.817 -3.644 0.0 0.0 -0.2 0.07
H 0.761 1.291 -2.634 0.2 0.2 0.3 0.07
H -0.033 2.849 -2.154 -0.1 -0.4 0.2 0.07
H 1.188 2.879 -3.342 0.0 -0.3 -0.4 0.08
C -3.482 -3.929 1.900 -0.1 0.7 0.0 0.00
C -1.984 -4.025 2.051 0.3 -0.5 -0.1 -0.57
O -1.340 -4.792 1.347 0.0 0.2 0.0 0.02
N -1.417 -3.226 2.987 -0.3 0.1 -0.5 0.03
C 0.014 -3.161 3.168 0.3 0.2 0.5 -0.07
H -4.010 -3.896 2.855 0.0 -0.2 0.0 0.07
H -3.817 -4.733 1.255 -0.1 -0.1 0.2 0.08
H -3.716 -2.980 1.405 0.0 -0.1 -0.1 0.07
H -2.027 -2.682 3.588 0.2 0.2 0.1 0.09
H 0.404 -2.140 3.178 -0.3 0.1 0.1 0.06
H 0.549 -3.648 2.360 -0.3 -0.3 0.0 0.07
H 0.286 -3.629 4.119 0.2 0.0 -0.1 0.08
```
Forces are in eV/Å.

=====

# 2
Entry from the Open Molecules 2025 dataset: a cluster of 2 separate species, C9H14O in total at a distorted geometry (the ωB97M-V functional and the def2-TZVPD basis).

Output
Spin multiplicity   1
ΔE to the lowest compared entry with this formula, charge and spin   2.006 eV

```
24
Properties=species:S:1:pos:R:3:forces:R:3:lowdin_charge:R:1
C -2.622 -1.509 -0.782 0.3 0.0 -1.8 -0.07
C -1.970 0.691 0.508 0.6 -1.0 -1.4 -0.02
C -1.808 -0.189 -0.615 -1.4 -0.2 2.4 -0.28
C -1.112 1.814 0.616 -4.0 -0.6 1.4 -0.06
C -0.192 2.109 -0.292 2.7 -1.3 -3.2 -0.31
C -0.829 0.144 -1.533 -1.0 -0.3 1.1 -0.09
C -0.032 1.209 -1.419 0.0 2.6 2.7 0.00
O 0.695 3.158 -0.193 0.2 -1.2 -0.7 0.05
H -2.711 0.595 1.333 0.4 -0.3 -1.1 0.12
H -1.640 2.535 1.228 1.2 0.5 0.8 0.12
H -2.476 -1.909 -1.954 -0.3 0.9 3.3 0.12
H -3.752 -1.287 -0.692 1.8 -0.7 0.3 0.08
H -0.731 -0.459 -2.358 0.3 -1.4 -2.0 0.08
H 0.187 3.906 0.036 -0.6 1.6 0.6 0.08
H 0.626 1.464 -2.187 1.2 0.4 -1.0 0.10
H -2.180 -2.272 -0.027 -1.3 1.0 -1.4 0.09
C 2.098 -1.543 1.582 1.3 2.0 0.1 -0.16
C 3.039 -0.953 0.465 -0.9 -2.7 0.2 -0.15
H 2.468 -2.496 1.946 -0.8 -0.5 -0.5 0.06
H 2.147 -0.936 2.484 0.7 0.4 0.2 0.05
H 1.067 -1.317 1.375 -0.7 -1.2 -0.6 0.04
H 2.609 -0.070 0.023 0.5 0.8 0.3 0.04
H 4.062 -1.016 0.841 0.0 1.1 -0.2 0.06
H 3.057 -1.671 -0.385 -0.2 0.2 0.4 0.06
```
Forces are in eV/Å.

=====

# 3
Entry from the Open Molecules 2025 dataset: a structure of composition C13H31F3N3O5PSb at a distorted geometry (the ωB97M-V functional and the def2-TZVPD basis).

Output
Spin multiplicity   1
Charge   -1

```
57
Properties=species:S:1:pos:R:3:forces:R:3:lowdin_charge:R:1
C -1.455 2.600 2.492 -0.6 -0.5 -1.3 -0.10
C -0.827 3.576 1.376 -0.5 1.0 1.6 -0.25
N 0.369 3.009 0.689 -0.8 1.2 -0.4 -0.13
C 0.058 1.759 -0.083 1.5 -0.2 -2.1 -0.26
C 1.273 0.739 0.112 0.7 1.1 0.1 -0.32
Sb 0.634 -1.346 0.639 -0.2 0.6 0.9 1.03
C 1.505 -1.060 2.655 -1.0 -0.2 1.9 -0.37
O 2.624 -2.024 2.793 1.9 2.1 2.0 -0.19
C 3.615 -1.530 3.642 -0.9 -2.2 -1.0 -0.53
F 4.260 -0.397 3.131 -1.2 -2.1 1.7 0.09
F 4.572 -2.569 3.786 -1.8 2.7 0.0 0.07
F 3.042 -1.288 4.916 1.8 0.2 -2.1 0.07
O -0.274 -1.724 -1.128 0.5 0.3 -1.2 -0.52
C 0.161 -1.104 -2.309 -1.8 0.2 -1.6 -0.35
C -1.071 -0.192 -2.865 1.2 -1.1 -0.1 -0.19
N -2.141 -1.139 -3.293 -0.9 0.7 0.8 -0.09
C -3.409 -0.970 -2.548 -1.5 -0.5 0.1 -0.20
C -3.436 -1.603 -1.087 0.4 -0.8 1.0 -0.37
C -3.110 -3.173 -1.032 0.8 -0.5 -0.1 -0.06
O -4.763 -1.444 -0.461 0.9 0.6 -0.1 -0.11
P 2.861 -2.335 -0.054 1.8 -0.5 0.2 0.69
N 3.267 -1.994 -1.729 -0.8 -1.1 -0.1 -0.28
O 2.608 -4.053 0.023 -0.8 1.9 -0.4 -0.41
C 0.852 4.096 -0.195 -0.6 1.9 -2.6 -0.38
C 2.307 4.769 -0.013 -0.8 0.0 0.7 -0.02
O 0.154 4.599 -1.116 1.9 -2.0 3.0 0.02
H -2.053 3.174 3.274 1.0 -0.6 -1.0 0.07
H -0.691 1.898 2.960 -0.9 1.2 -0.5 0.08
H -2.208 1.934 1.938 1.0 0.8 1.0 0.06
H -1.635 3.960 0.649 1.1 -0.8 0.9 0.13
H -0.474 4.511 1.949 -0.4 -1.2 -0.9 0.12
H 0.066 2.063 -1.195 -0.4 -0.6 1.5 0.11
H -0.972 1.324 0.117 1.3 0.6 0.2 0.08
H 2.039 0.759 -0.750 -1.3 0.1 1.0 0.04
H 1.866 1.131 1.019 -0.9 -0.7 -1.3 0.05
H 0.078 -2.941 1.198 0.0 -0.2 -0.2 -0.06
H -0.871 -0.630 1.216 0.0 0.0 0.0 -0.04
H 1.792 0.002 2.935 0.0 -1.3 -0.5 0.07
H 0.739 -1.399 3.449 1.0 0.6 -1.2 0.08
H 0.265 -1.926 -3.121 0.1 1.1 0.9 0.12
H 1.130 -0.532 -2.338 -1.0 -0.4 0.6 0.07
H -0.692 0.390 -3.774 -0.6 -0.5 1.2 0.11
H -1.505 0.489 -2.068 0.9 -0.7 -0.9 0.10
H -1.869 -2.123 -3.201 0.2 0.7 0.1 0.08
H -3.738 0.129 -2.499 0.7 -1.5 0.0 0.13
H -4.246 -1.497 -3.143 1.1 0.7 0.9 0.12
H -2.695 -1.093 -0.387 -0.7 -0.5 -1.2 0.11
H -2.116 -3.394 -0.497 -1.4 0.6 -0.9 0.06
H -3.002 -3.631 -2.078 -0.3 0.6 1.4 0.07
H -3.899 -3.766 -0.448 0.8 1.1 -1.0 0.08
H -4.566 -1.285 0.482 -0.3 -0.1 -0.7 0.08
H 2.652 -2.468 -2.402 0.2 0.7 0.1 0.01
H 3.387 -0.998 -1.935 -0.1 -0.6 0.2 0.00
H 1.644 -4.142 0.198 0.5 -0.2 -0.1 -0.01
H 3.109 4.186 -0.582 -1.2 0.7 0.9 0.09
H 2.563 4.831 1.098 -0.2 -0.3 -1.5 0.08
H 2.227 5.844 -0.406 0.1 -1.8 0.4 0.08
```
Forces are in eV/Å.

=====

| no. | LUMO level (eV) | gap between HOMO and LUMO (eV) |
| --- | --- | --- |
| 1 | 0.2 | 7.853 |
| 2 | 0.9 | 9.508 |
| 3 | 2.8 | 6.483 |